Formula: C8H20N2
Source: OMol25
Level of theory: the ωB97M-V functional and the def2-TZVPD basis

CARTESIAN COORDINATES (ANGSTROEM)
N (0.3895, 2.0152, -0.0707)
N (-0.1881, -1.7257, -0.4826)
C (-0.1742, -0.7572, 2.5471)
C (-1.4857, 0.0651, -1.4689)
C (-2.0206, 0.7006, 1.6550)
C (1.1356, -0.1486, -2.0553)
C (-0.5187, 0.4894, 1.7428)
C (2.5375, -0.5628, -1.6457)
C (0.3911, 0.5905, 0.2436)
C (-0.1652, -0.3414, -0.8164)
H (2.5380, -1.5079, -1.0917)
H (0.6186, -2.0432, 0.0423)
H (-0.6320, -1.6615, 2.1391)
H (-2.5315, -0.1870, 1.2693)
H (-1.5567, -0.3601, -2.4763)
H (0.7826, -0.8103, -2.8553)
H (-1.5807, 1.1478, -1.5647)
H (1.3766, 0.2600, 0.5816)
H (-1.0767, -2.0686, -0.1367)
H (-2.4461, 0.8999, 2.6480)
H (-0.1008, 1.3379, 2.3015)
H (-2.3533, -0.3030, -0.9177)
H (3.0166, 0.1977, -1.0216)
H (1.2299, 2.4446, 0.3102)
H (1.1463, 0.8506, -2.5030)
H (3.1814, -0.7125, -2.5212)
H (0.3853, 2.2059, -1.0672)
H (-2.2749, 1.5597, 1.0283)
H (-0.5336, -0.6670, 3.5809)
H (0.9096, -0.9082, 2.6055)

Output
- relative energy (zero: lowest compared OMol25 entry of this formula, charge and spin) (kJ/mol) = 108.34
- maximum force (eV/Å) = 4.6

natural (NBO) population analysis, charges in e, atoms 1 to 2:
1. N -0.8557
2. N -0.8623